No. 1
This record from OMol25 describes a 2-piece molecular cluster, C41H36N8O7 overall. The level of theory is wB97M-V/def2-TZVPD.

```
! wB97M-V def2-TZVPD RIJCOSX def2/J DEFGRID3
* xyz 0 1
C 1.781 4.148 1.575
C 1.070 2.921 1.124
C 1.283 1.720 1.778
C 0.641 0.558 1.393
C 0.889 -0.694 2.161
C -0.248 0.599 0.311
N -0.877 -0.613 -0.160
C -1.726 -1.446 0.591
C -2.111 -1.216 1.987
C -2.260 -2.294 2.860
C -2.537 -2.085 4.194
C -2.685 -0.801 4.679
C -2.577 0.277 3.819
C -2.294 0.072 2.487
N -2.120 -2.477 -0.120
N -1.588 -2.308 -1.336
C -1.990 -3.156 -2.439
C -3.355 -3.303 -2.698
C -4.356 -2.631 -1.826
C -3.767 -4.095 -3.756
C -2.854 -4.747 -4.567
C -3.324 -5.598 -5.694
C -1.505 -4.612 -4.282
C -1.057 -3.840 -3.224
C 0.401 -3.778 -2.934
C -0.800 -1.178 -1.398
C -0.138 -0.628 -2.600
O -0.789 -0.582 -3.658
C 1.190 -0.114 -2.561
C 1.659 0.616 -3.767
C 2.108 -0.318 -1.467
C 2.069 -1.484 -0.680
C 3.007 -1.711 0.294
C 3.992 -0.773 0.554
C 4.051 0.387 -0.197
C 3.141 0.605 -1.201
C -0.502 1.815 -0.336
C -1.467 1.895 -1.467
C 0.170 2.952 0.071
H 1.555 5.000 0.933
H 1.498 4.411 2.596
H 2.861 3.994 1.557
H 1.967 1.686 2.607
H 0.630 -1.579 1.577
H 1.938 -0.778 2.450
H 0.296 -0.719 3.075
H -2.137 -3.293 2.479
H -2.641 -2.926 4.862
H -2.886 -0.638 5.726
H -2.712 1.278 4.193
H -2.202 0.910 1.819
H -5.375 -2.770 -2.194
H -4.308 -3.028 -0.810
H -4.163 -1.559 -1.769
H -4.819 -4.206 -3.955
H -2.493 -5.935 -6.317
H -3.843 -6.482 -5.322
H -4.017 -5.049 -6.334
H -0.784 -5.122 -4.898
H 0.955 -4.503 -3.535
H 0.806 -2.792 -3.165
H 0.597 -4.000 -1.884
H 2.745 0.704 -3.780
H 1.367 0.082 -4.672
H 1.241 1.621 -3.813
H 1.285 -2.198 -0.853
H 2.956 -2.612 0.882
H 4.707 -0.945 1.340
H 4.816 1.122 0.008
H 3.193 1.515 -1.776
H -1.947 2.875 -1.509
H -0.969 1.728 -2.425
H -2.248 1.139 -1.369
H -0.015 3.882 -0.439
O -2.404 10.207 -6.430
N -3.044 9.120 -6.325
C -2.795 8.212 -5.330
C -3.724 7.222 -5.606
N -4.423 7.572 -6.708
O -4.022 8.736 -7.171
C -3.819 6.048 -4.767
N -4.776 5.002 -5.044
O -5.422 5.037 -6.102
O -4.898 4.086 -4.207
C -2.971 5.931 -3.693
C -2.011 6.931 -3.449
N -1.018 7.142 -2.514
O -0.771 6.316 -1.600
O -0.359 8.303 -2.684
N -0.912 8.857 -3.749
C -1.903 8.082 -4.216
H -3.035 5.074 -3.040
*
```

Calculated values
LUMO energy in Eh: -0.0925
Orbital gap in eV: 3.61

Mulliken population analysis, charges in e, atoms 1 to 5: -1.625 1.013 -1.041 2.040 -2.528

=====

No. 2
This record from OMol25 describes C14H29IrP2 as an isolated structure. The level of theory is wB97M-V/def2-TZVPD.

```
! wB97M-V def2-TZVPD RIJCOSX def2/J DEFGRID3
* xyz 1 6
C -1.170 -1.290 -2.738
C -0.195 -2.035 -3.624
C 0.711 -1.153 -4.196
C 0.516 0.160 -3.662
C -0.592 0.173 -2.756
Ir -1.401 -1.116 -0.680
P -3.220 -1.700 0.464
H -2.236 -1.372 -3.047
H -0.318 -3.107 -3.728
H 1.418 -1.382 -4.988
H -1.264 1.041 -2.569
H 1.164 1.012 -3.825
H -2.886 -2.474 1.639
H -3.907 -2.686 -0.336
H -4.281 -0.775 0.885
C -0.017 -1.940 2.213
C -0.268 -0.431 2.224
C 0.604 0.238 3.298
P -0.225 0.256 0.512
C -0.738 2.020 0.337
C -0.973 2.719 1.678
C 0.174 2.832 -0.584
C 1.491 0.053 -0.132
C 2.588 0.682 0.746
C 1.788 -1.404 -0.485
H 1.037 -2.199 2.054
H -0.621 -2.454 1.453
H -0.302 -2.324 3.205
H -1.320 -0.250 2.511
H 1.617 -0.179 3.318
H 0.654 1.327 3.207
H 0.152 0.017 4.280
H -1.733 1.949 -0.161
H -0.037 2.998 2.174
H -1.510 3.654 1.479
H -1.585 2.116 2.351
H 0.270 2.351 -1.559
H -0.283 3.815 -0.739
H 1.163 2.991 -0.145
H 1.456 0.612 -1.083
H 2.865 0.040 1.593
H 3.478 0.795 0.108
H 2.315 1.687 1.106
H 0.915 -1.871 -0.990
H 2.630 -1.386 -1.198
H 2.076 -2.007 0.391
*
```

Calculated values
LUMO energy (spin up / spin down) in Eh: -0.0899 / -0.2030
Orbital gap (spin up / spin down) in eV: 5.70 / 7.14

Mulliken population analysis, charges in e, atoms 1 to 5: -0.309 -0.600 -0.410 -0.572 -0.356

=====

No. 3
This record from OMol25 describes a 2-piece molecular cluster, CH3O4S2 overall. The level of theory is wB97M-V/def2-TZVPD.

```
! wB97M-V def2-TZVPD RIJCOSX def2/J DEFGRID3
* xyz -1 1
C 1.540 0.960 -0.652
O -2.568 -0.802 0.352
O -1.369 -3.042 -0.105
O -1.180 0.902 1.649
O 1.650 -0.128 0.151
S -1.672 -2.063 0.928
S -0.997 -0.010 0.554
H 1.382 1.934 -0.162
H 0.717 0.896 -1.447
H 2.496 1.354 -1.268
*
```

Calculated values
LUMO energy (spin up / spin down) in Eh: 0.1167 / 0.1167
Orbital gap (spin up / spin down) in eV: 6.56 / 6.56

Mulliken population analysis, charges in e, atoms 1 to 5: -0.575 -0.333 -0.492 -0.484 -0.770

=====

Record order is preserved below.
Total energy: -2548.23965 -1337.35079 -1137.16714 Ha
Record order is preserved below.
Maximum force: 6.45 2.91 1.87 eV Å⁻¹
Record order is preserved below.
Energy above the lowest of the compared OMol25 structures with the same formula, charge and spin: 0.0 0.0 93.6 kcal per mole